[1]
Computed, not measured: 5 unconnected molecules or ions with the total composition C27H40Br8N2O2S in a non-equilibrium geometry, with wB97M-V/def2-TZVPD.

Output
net charge	0
LUMO energy	0.29	eV
Kohn-Sham gap	7.848	eV

Structure (XYZ):
```
80
Properties=species:S:1:pos:R:3:forces:R:3
C 1.33122 -3.00746 4.73221 -0.1 0.4 0.1
C 2.48592 -2.29505 4.01822 -0.2 0.1 -0.2
O 2.69705 -2.76081 2.70009 -0.1 -0.2 0.1
C 1.81132 -2.18931 1.78069 -0.1 0.4 -0.4
C 2.20778 -0.76145 1.32567 -0.2 -0.8 0.4
O 3.59567 -0.57826 1.51487 0.0 0.2 -0.2
C 4.02944 0.77273 1.49938 0.1 0.4 -0.3
C 3.26211 1.69933 0.58235 0.0 -0.2 0.1
C 3.61601 1.75994 -0.77377 -0.3 0.2 0.0
N 4.67280 0.96283 -1.32120 0.0 0.0 0.1
C 2.91545 2.59229 -1.64420 0.3 -0.3 0.1
C 1.85618 3.35173 -1.18609 0.2 -0.2 0.1
C 1.50430 3.28487 0.14812 -0.4 0.0 0.7
C 2.19417 2.47374 1.05508 0.3 0.1 -0.7
N 1.79133 2.46246 2.40347 -0.3 0.0 -0.2
C 0.40814 2.28356 2.62359 -0.4 0.0 0.2
C -0.03364 1.33853 3.54374 0.0 0.0 -0.1
C -1.39087 1.13623 3.73140 -0.1 0.5 -0.4
C -2.30900 1.89730 3.00696 0.2 -0.5 0.5
C -1.89665 2.85625 2.09279 0.2 0.3 0.0
C -2.91322 3.64160 1.29675 0.3 -1.0 -0.1
C -3.47765 2.74391 0.18189 0.0 0.2 -0.1
C -0.52604 3.04553 1.91196 0.5 -0.2 -0.1
S 0.13985 4.23819 0.77373 0.0 0.1 -0.1
H 0.50594 -2.32121 4.91793 -0.1 0.0 0.0
H 0.92856 -3.82106 4.13667 0.2 -0.2 -0.1
H 1.64867 -3.37521 5.70345 0.0 -0.2 0.1
H 2.26582 -1.22301 3.98823 0.2 0.1 0.0
H 3.42714 -2.41799 4.54447 0.1 -0.1 0.0
H 1.73292 -2.83985 0.91407 0.3 -0.2 0.0
H 0.79362 -2.11001 2.18236 -0.1 -0.1 0.1
H 1.93195 -0.67779 0.27278 0.0 0.3 0.2
H 1.61237 -0.06396 1.91238 0.1 0.3 0.0
H 5.05605 0.75385 1.14608 0.2 -0.1 0.1
H 4.07648 1.18616 2.51144 -0.1 -0.1 0.2
H 4.65130 0.02568 -0.93822 0.0 0.0 0.1
H 5.57949 1.35795 -1.10202 0.0 0.0 -0.1
H 3.21506 2.58827 -2.68132 0.0 0.1 -0.1
H 1.31100 3.99386 -1.85916 -0.2 0.0 -0.1
H 2.32978 1.81576 2.95612 0.1 0.0 0.1
H 0.70836 0.77612 4.09653 0.0 -0.1 0.1
H -1.75575 0.39306 4.42391 0.1 -0.1 0.1
H -3.36112 1.69707 3.16892 0.3 0.2 -0.1
H -3.72281 3.93424 1.95903 0.0 0.3 0.0
H -2.41328 4.49255 0.84925 -0.3 0.4 0.1
H -4.45425 3.10048 -0.14161 -0.1 0.0 -0.1
H -3.56519 1.71496 0.51927 -0.2 -0.1 0.1
H -2.81958 2.74355 -0.68637 0.1 0.0 0.0
Br -5.80357 1.50484 3.05095 -0.4 0.0 -0.1
C -6.91829 0.10784 2.28220 0.0 0.1 0.2
C -6.17438 -1.19712 2.19276 0.0 -0.1 -0.2
Br -4.89634 -1.18200 0.72652 0.0 0.0 0.1
H -7.24894 0.46814 1.31370 0.0 0.0 0.0
H -7.77431 0.01668 2.94723 0.0 0.0 0.0
H -6.86077 -2.01244 1.97531 0.0 0.0 0.0
H -5.61683 -1.42275 3.09579 0.0 0.0 0.0
Br 0.24535 -5.36645 -1.67650 0.0 0.0 0.1
C -0.81117 -3.73141 -1.71153 0.0 -0.2 -0.1
C -0.23752 -2.71166 -2.65462 0.1 0.2 0.0
Br 1.33330 -1.84508 -1.90574 0.0 -0.1 -0.2
H -0.86228 -3.37148 -0.68844 0.0 0.0 0.0
H -1.80340 -4.03490 -2.04025 0.0 0.0 0.0
H -0.95346 -1.91009 -2.82283 0.1 -0.1 0.0
H 0.06383 -3.13515 -3.60805 0.0 0.0 0.0
Br 1.98143 -0.88456 -5.64247 0.2 0.1 0.0
C 3.81847 -1.28602 -6.14728 -0.2 -0.1 -0.1
C 4.45786 -2.26913 -5.20293 0.2 0.0 0.2
Br 4.95083 -1.42128 -3.52406 -0.1 0.0 -0.2
H 4.34544 -0.33826 -6.18179 0.0 0.0 0.0
H 3.75736 -1.70493 -7.14941 0.0 0.0 0.0
H 5.38684 -2.64736 -5.62433 0.0 0.0 -0.1
H 3.80713 -3.10244 -4.95722 -0.1 0.0 0.0
Br -1.39692 -0.42601 -5.53620 -0.2 0.0 0.0
C -3.24289 0.03195 -5.12024 0.2 0.1 -0.1
C -3.42145 0.39643 -3.67067 -0.1 -0.1 0.1
Br -3.42316 -1.18114 -2.52898 -0.1 0.1 0.0
H -3.85205 -0.81586 -5.41584 0.0 0.0 0.0
H -3.47543 0.88445 -5.75456 0.0 0.0 0.0
H -4.39047 0.86415 -3.51111 0.0 0.0 0.0
H -2.63840 1.05088 -3.30130 0.0 0.0 0.0
```
Forces are in eV/Å.

[2]
Computed, not measured: a molecular structure, C27H40I2N5O4P2Tc in a non-equilibrium geometry, with wB97M-V/def2-TZVPD.

Output
net charge	+3
LUMO energy (alpha / beta)	-9.70 / -10.99	eV
energy above the lowest of the compared OMol25 structures with the same formula, charge and spin	24.28	kJ/mol
Kohn-Sham gap (alpha / beta)	6.889 / 5.595	eV
2S+1	4

Structure (XYZ):
```
81
Properties=species:S:1:pos:R:3:forces:R:3
Tc 0.32835 0.10703 -0.00311 -1.3 -0.3 0.4
I 0.65349 -0.50837 2.90070 0.1 0.0 -0.2
C 0.83072 1.08396 4.32435 0.2 0.4 -0.2
I 2.05979 2.68039 3.63425 -0.2 -0.2 0.2
H 1.29839 0.64237 5.19722 0.0 -0.1 0.0
H -0.17232 1.43634 4.53440 0.0 0.0 -0.1
C 3.83266 -0.61294 0.63971 -0.2 0.0 0.0
P 2.75654 0.47671 -0.36300 0.9 0.0 -0.3
C 3.54157 2.10390 -0.10836 -0.2 0.1 0.1
C 3.08095 0.12233 -2.12280 -0.3 -0.1 0.1
C 4.38751 0.04041 -2.59516 0.0 0.0 0.1
C 4.63127 -0.23136 -3.93366 0.0 0.0 0.0
C 3.57185 -0.41088 -4.81321 0.0 0.0 0.0
C 2.26601 -0.31930 -4.35617 -0.1 0.1 -0.1
C 2.01188 -0.05361 -3.01273 0.0 0.0 0.2
P 0.29538 0.07217 -2.43866 0.2 -0.1 -0.7
C -0.61437 -1.36250 -3.06488 -0.1 0.0 0.3
C -0.48599 1.46606 -3.29494 -0.1 0.1 0.3
H 4.62190 -1.01624 0.00612 0.0 0.0 0.0
H 3.27695 -1.42992 1.09453 0.0 0.0 0.0
H 4.28181 -0.01456 1.43157 0.0 0.0 0.0
H 4.61335 1.94013 0.00739 0.0 -0.1 0.0
H 3.16011 2.57320 0.79864 0.0 0.0 0.0
H 3.38377 2.76658 -0.95562 0.0 0.0 0.0
H 5.22449 0.19590 -1.92449 0.0 0.0 0.0
H 5.65118 -0.30192 -4.28759 0.0 0.0 0.0
H 3.76273 -0.62023 -5.85729 0.0 0.0 0.0
H 1.44917 -0.45009 -5.05596 0.0 0.0 0.0
H -0.60577 -1.34720 -4.15499 0.0 0.1 0.0
H -1.65054 -1.29832 -2.72677 0.0 0.0 0.0
H -0.17434 -2.29349 -2.71437 0.0 0.0 0.0
H -0.61528 1.19395 -4.34329 0.0 -0.1 0.0
H 0.10830 2.37397 -3.23730 0.0 0.0 0.0
H -1.46944 1.64631 -2.85574 0.0 0.0 0.0
C 2.06297 -5.58630 1.45753 -0.2 0.0 -0.1
C 1.19314 -5.52523 0.20081 0.4 -0.2 0.2
N 0.37146 -4.30096 0.16409 -0.1 0.3 -0.1
C -1.01258 -4.41045 0.66582 -0.2 -0.2 0.2
C -1.78205 -5.59236 0.07590 0.1 0.0 0.0
C 0.90932 -3.14623 -0.18936 0.1 -0.5 0.0
C 2.21651 -3.16608 -0.91784 0.0 0.0 0.1
N 0.28944 -1.98379 0.03588 -0.2 0.7 0.2
H 2.69839 -6.46937 1.41223 0.0 0.0 0.0
H 1.44333 -5.66281 2.35101 0.0 0.0 0.0
H 2.70556 -4.71000 1.55510 0.0 0.0 0.0
H 0.52474 -6.37761 0.19021 -0.1 0.0 -0.1
H 1.80692 -5.59480 -0.69487 -0.1 0.0 0.0
H -1.55516 -3.50558 0.39261 0.0 -0.1 0.0
H -0.99780 -4.48085 1.75697 0.0 0.1 0.0
H -1.57313 -5.71008 -0.98765 0.0 0.0 0.0
H -2.84780 -5.40210 0.19122 0.0 0.0 0.0
H -1.57004 -6.52870 0.58682 0.0 0.0 0.0
H 2.14551 -3.82836 -1.78153 0.0 0.0 0.0
H 3.03098 -3.53545 -0.29596 0.0 0.0 0.0
H 2.45479 -2.17066 -1.26481 0.1 0.1 -0.1
H -0.60792 -2.13564 0.49428 0.0 0.0 -0.2
N -0.70866 2.79881 1.00199 0.2 0.8 0.1
C -0.69966 4.11905 0.84159 0.2 -0.1 -0.1
C 0.15701 4.41442 -0.21172 0.1 -0.1 -0.1
C 0.62148 3.18520 -0.64143 0.0 0.2 0.0
N 0.09333 2.19389 0.10417 0.1 -0.3 -0.1
H -1.30665 2.22000 1.60717 -0.1 -0.3 0.0
H -1.28683 4.77387 1.46540 0.0 -0.1 0.0
H 0.39824 5.38767 -0.60333 0.0 0.0 0.0
H 1.30603 2.96438 -1.44218 0.0 0.0 0.0
O -2.28863 1.00342 1.79220 -0.2 -0.6 -0.3
C -2.60701 0.33744 0.80197 -0.7 0.3 0.7
O -1.72812 -0.13142 -0.05602 1.4 0.0 0.0
C -4.02127 0.01790 0.50093 0.1 0.0 -0.1
C -5.04709 0.60156 1.24488 0.0 0.0 0.1
C -6.36839 0.34348 0.92261 0.0 0.0 0.0
C -6.68032 -0.50403 -0.13417 0.0 -0.1 0.0
C -5.64665 -1.07603 -0.85658 0.0 0.0 0.0
C -4.32487 -0.82815 -0.55838 0.0 0.0 -0.1
N -5.94918 -1.98559 -1.99131 -0.1 0.2 0.1
O -7.10659 -2.26918 -2.17530 0.3 0.0 0.0
O -4.99684 -2.36490 -2.65306 -0.1 -0.1 0.0
H -4.80393 1.25519 2.07144 0.0 0.0 0.0
H -7.16457 0.80181 1.49216 0.0 0.0 0.0
H -7.70593 -0.72271 -0.39614 0.0 0.0 0.0
H -3.54606 -1.28938 -1.14471 -0.1 0.0 0.0
```
Forces are in eV/Å.

[3]
Computed, not measured: a molecular structure, C27H40N3O3S4Ti in a non-equilibrium geometry, with wB97M-V/def2-TZVPD.

Output
net charge	+1
LUMO energy (alpha / beta)	-2.11 / -2.10	eV
energy above the lowest of the compared OMol25 structures with the same formula, charge and spin	118.44	kJ/mol
Kohn-Sham gap (alpha / beta)	6.510 / 8.862	eV
2S+1	3

Structure (XYZ):
```
78
Properties=species:S:1:pos:R:3:forces:R:3
Ti 0.92310 -0.47647 0.38731 0.7 -1.9 0.1
C 3.79756 -1.23345 2.19923 -0.2 -0.1 0.0
C 2.86689 -1.99735 3.14103 0.0 0.1 -0.1
S 1.16006 -1.46889 2.86693 -0.1 0.1 0.2
C 0.18581 -2.77560 3.62394 -0.2 0.0 0.0
C -1.29991 -2.39758 3.48419 0.3 0.0 -0.1
S -1.83303 -1.86122 1.83514 -0.2 0.0 0.1
C -1.92504 -3.42620 0.94532 0.2 0.0 -0.1
C -0.60054 -4.09370 0.56873 -0.2 0.0 -0.1
S 0.59517 -2.99181 -0.24658 -0.1 -0.2 -0.2
C 2.09057 -3.81258 0.37196 0.1 0.0 -0.1
C 3.35822 -3.04010 0.03247 -0.1 0.0 0.0
S 3.34447 -1.27208 0.43997 0.2 0.0 0.1
H 4.81964 -1.59255 2.29723 0.1 0.0 0.0
H 3.77854 -0.16955 2.42597 0.0 0.1 0.1
H 3.14324 -1.76847 4.16893 0.1 0.0 0.0
H 2.95328 -3.07397 2.99902 0.0 0.0 0.0
H 0.45111 -2.82146 4.68068 -0.1 -0.1 0.0
H 0.40487 -3.74287 3.17772 0.0 -0.1 0.0
H -1.51288 -1.53617 4.11844 0.0 0.0 0.0
H -1.93834 -3.22007 3.80639 0.0 0.0 0.1
H -2.51122 -3.19930 0.05442 0.0 0.0 0.0
H -2.51219 -4.12313 1.54423 0.0 -0.1 -0.1
H -0.78880 -4.91969 -0.11732 -0.1 -0.1 0.1
H -0.11499 -4.50060 1.44998 0.0 0.0 0.0
H 2.13304 -4.80668 -0.07376 0.1 0.0 0.0
H 1.96808 -3.91696 1.44647 0.0 0.0 0.0
H 3.54666 -3.07063 -1.04032 0.0 -0.1 0.0
H 4.21971 -3.49052 0.52662 0.0 -0.1 0.0
O -0.61277 0.81805 0.08136 -0.7 1.4 0.4
C -0.59383 1.97585 1.00166 0.1 0.0 -0.2
C 0.41216 1.50773 2.10888 0.3 0.2 -0.5
O 0.19194 1.68460 3.27997 0.3 0.1 0.0
O 1.49284 0.96870 1.56222 -0.6 1.2 1.0
C -2.03105 2.24155 1.40709 -0.1 -0.2 0.0
C -2.83454 2.99710 0.55210 -0.1 0.0 0.0
C -4.19125 3.15584 0.80539 0.1 0.0 0.0
C -4.76199 2.56196 1.92457 0.0 0.0 0.0
C -3.96988 1.80919 2.78121 0.0 0.0 0.0
C -2.61376 1.64430 2.52303 0.0 0.0 0.0
C 0.06274 3.19557 0.35100 -0.1 -0.2 0.1
C 0.89201 3.09888 -0.75931 -0.1 0.1 0.0
C 1.52595 4.22638 -1.26955 0.0 0.0 0.0
C 1.35071 5.46009 -0.66175 0.0 0.0 0.0
C 0.53518 5.55964 0.45846 -0.1 0.0 0.0
C -0.10507 4.43567 0.96082 0.0 0.1 0.1
H -0.81655 1.09499 -0.82790 0.0 0.0 -0.1
H -2.39405 3.47946 -0.31512 0.0 0.0 0.1
H -4.79995 3.75300 0.13593 0.0 0.0 0.0
H -5.81922 2.69046 2.12986 0.1 0.0 0.0
H -4.40818 1.35105 3.66122 0.0 0.0 -0.1
H -1.99709 1.07779 3.20589 0.0 0.0 0.0
H 1.06529 2.14440 -1.23109 0.0 -0.2 0.0
H 2.16884 4.13654 -2.13754 0.0 0.0 0.0
H 1.85287 6.33768 -1.05228 0.0 -0.1 0.0
H 0.39324 6.51749 0.94386 0.0 0.0 0.0
H -0.73495 4.51808 1.84057 0.1 0.0 -0.1
C -1.45433 1.20784 -3.57157 0.0 -0.1 0.0
N -0.88794 0.23828 -2.62620 -0.1 -0.1 -0.3
C -1.86432 -0.70602 -2.08114 -0.1 0.2 -0.1
C 0.43945 -0.18414 -2.78309 -0.3 0.5 0.1
N 1.15213 -0.37705 -1.71330 0.2 -0.1 -0.9
N 0.95430 -0.22229 -4.03460 0.0 -0.1 -0.2
C 0.16955 -0.71956 -5.16876 0.1 0.1 0.1
C 2.39781 -0.28938 -4.21022 -0.1 0.0 -0.1
H -2.11238 0.73591 -4.30933 0.0 0.0 0.0
H -0.65940 1.73831 -4.09206 0.0 0.0 0.1
H -2.04626 1.93640 -3.01472 0.0 0.0 0.0
H -2.28261 -1.34911 -2.86264 0.0 0.0 0.0
H -2.67824 -0.14936 -1.61544 0.0 0.0 0.0
H -1.39872 -1.32265 -1.32291 0.1 -0.1 0.1
H 2.07159 -0.71153 -1.96915 0.1 -0.1 0.0
H -0.86313 -0.88566 -4.88373 0.0 0.0 0.0
H 0.58025 -1.67364 -5.50440 0.0 0.0 0.0
H 0.19913 -0.01591 -6.00107 0.0 0.0 0.0
H 2.89448 0.40190 -3.53204 0.0 0.0 0.0
H 2.63849 0.00603 -5.22940 0.0 0.0 0.0
H 2.78738 -1.30077 -4.04913 0.0 0.0 0.0
```
Forces are in eV/Å.